Entry from the Open Molecules 2025 dataset: a single C24H31N3O2 molecule (ωB97M-V/def2-TZVPD).

Computed properties:
lowest unoccupied orbital energy	0.7	eV
HOMO energy	-8.09	eV
ΔE to the lowest compared entry with this formula, charge and spin	0.897	eV
SMILES	COc1ccc(CN2[C@@H]3CCC[C@H]2C[C@H](NC(=O)Nc2ccccc2C)C3)cc1
total charge	0

```
60
Properties=species:S:1:pos:R:3:mulliken_charge:R:1
C -6.81986 -1.16140 0.89142 -0.841
H -7.85270 -1.19998 0.54889 0.242
O -6.03725 -1.04618 -0.27118 -0.458
C -4.68299 -0.97660 -0.14042 0.718
C -3.96089 -0.87610 -1.33050 -0.640
C -2.58537 -0.79601 -1.30785 -0.280
C -1.88526 -0.80617 -0.10487 0.158
C -2.61016 -0.92681 1.07105 -0.655
C -3.99296 -1.00865 1.06555 -0.452
H -4.51560 -1.10067 2.00477 0.406
H -2.08878 -0.96357 2.01762 0.370
C -0.37840 -0.68324 -0.08281 -1.379
N 0.18963 0.64621 -0.01007 -0.145
C 0.06818 1.39810 1.22335 0.368
C 1.30900 2.31703 1.34845 -1.814
H 1.00130 3.35041 1.50256 0.487
C 2.19045 2.24073 0.09492 -0.006
N 2.87505 0.97028 0.03663 0.357
C 4.19039 0.82242 0.30634 0.212
O 4.96413 1.73740 0.50615 -0.741
N 4.63246 -0.49244 0.32105 -0.080
C 3.82517 -1.63967 0.22568 0.367
C 3.75901 -2.51719 1.30565 -0.730
C 2.96696 -3.64743 1.25139 -0.594
C 2.22932 -3.91417 0.11041 -0.744
C 2.32052 -3.06520 -0.97715 -0.347
C 3.12018 -1.92967 -0.94948 0.971
C 3.24152 -1.06986 -2.17108 -1.333
H 3.24797 -1.69200 -3.06417 0.562
H 4.15722 -0.48546 -2.13773 0.306
H 2.40333 -0.37834 -2.24785 0.014
H 1.77195 -3.29425 -1.88000 0.409
H 1.59892 -4.78919 0.06204 0.414
H 2.92197 -4.31537 2.09860 0.401
H 4.33546 -2.29812 2.19343 0.438
H 5.51955 -0.60316 0.79151 0.303
H 2.26307 0.16827 0.04229 -0.164
H 2.97369 3.00441 0.14560 0.701
C 1.34544 2.43724 -1.16834 -1.880
H 1.04224 3.48153 -1.22980 0.588
H 1.97031 2.22693 -2.03689 0.376
C 0.09888 1.51681 -1.16516 0.281
H 0.11909 0.88008 -2.05709 0.855
C -1.20587 2.33281 -1.19371 -1.220
C -1.38544 3.13056 0.09420 -0.787
H -0.64533 3.93054 0.14517 0.227
C -1.23974 2.20602 1.29902 -1.021
H -1.25536 2.78207 2.22645 0.503
H -2.08283 1.51294 1.31697 0.260
H -2.37241 3.59880 0.10418 0.557
H -1.19530 3.00043 -2.05758 0.518
H -2.04872 1.64835 -1.30619 0.285
H 1.91116 2.02403 2.20943 0.372
H 0.07238 0.67534 2.04706 0.792
H 0.02418 -1.15021 -0.98871 0.355
H 0.00972 -1.24095 0.77788 0.644
H -2.04349 -0.72963 -2.24083 0.385
H -4.50609 -0.86658 -2.26110 0.443
H -6.69068 -0.29722 1.55141 0.333
H -6.58828 -2.07826 1.44347 0.337
```